[1]
This record from the Open Molecules 2025 dataset describes C3H6O3 as an isolated structure. The level of theory is ωB97M-V with the def2-TZVPD basis set.

Geometry (Å):
C (2.0774, -0.3047, 0.2586)
O (0.6900, -0.3676, 0.6135)
C (-0.1498, 0.0422, -0.3322)
O (0.1539, 0.3904, -1.4448)
C (-1.5695, 0.0728, 0.2501)
O (-1.9266, 1.1751, 0.8821)
H (2.2806, -0.9638, -0.5887)
H (2.3487, 0.7194, -0.0072)
H (2.6223, -0.6322, 1.1433)
H (-2.2294, 0.0111, -0.9830)
H (-1.9124, -0.9109, 0.6249)
H (-2.3852, 0.7683, -0.4166)

Cartesian forces, eV/Å:
C 0.2644 -0.0096 -0.0288
O -0.1622 0.0303 -0.0687
C 0.1371 0.1378 -0.2638
O -0.1428 -0.1626 0.3969
C 0.0093 -0.2480 -0.1106
O 0.0310 0.0624 0.2073
H -0.0248 0.0907 0.1181
H -0.0304 -0.1376 0.0396
H -0.0781 0.0499 -0.1389
H 0.0530 -0.0081 0.0700
H 0.0678 0.1454 -0.0205
H -0.1243 0.0493 -0.2006

The value obtained for the gap between HOMO and LUMO is 0.3740 hartree.

[2]
This record from the Open Molecules 2025 dataset describes an isolated ion of composition C5H9O2S and charge -1 at a distorted geometry. The level of theory is ωB97M-V with the def2-TZVPD basis set.

Geometry (Å):
C (-0.8127, 1.8120, -0.2064)
C (-1.7736, 0.7761, 0.3589)
C (-0.2614, 0.5287, 0.2555)
C (0.1206, -1.9830, -0.3010)
C (0.3627, -0.5431, -0.6185)
O (2.6714, 1.2695, -0.1228)
O (2.1185, -0.3692, 1.5989)
S (2.4080, -0.1574, 0.1455)
H (-1.0090, 2.1213, -1.2357)
H (-0.4020, 2.5533, 0.4835)
H (-2.0302, 0.8076, 1.3707)
H (-2.2653, 0.2093, -0.4232)
H (0.2228, 0.5080, 1.1272)
H (0.7811, -2.6958, -0.8958)
H (-1.0224, -2.3012, -0.5229)
H (0.2936, -2.1797, 0.7154)
H (0.5976, -0.3566, -1.7293)

Cartesian forces, eV/Å:
C 0.0689 0.6198 0.8865
C 2.0080 -0.2205 -1.3418
C -1.9873 -2.0318 -5.0512
C -2.0527 -1.0577 -2.3232
C 2.5926 1.3005 -0.8012
O -0.2068 0.3567 -0.4203
O 0.0891 -0.2145 -0.2585
S -0.9118 -0.9379 0.1318
H 0.5999 -0.2870 0.2819
H -0.7507 0.4641 -0.5013
H -1.2868 0.1148 1.0954
H -0.6652 0.1069 0.5285
H 1.7080 0.4954 3.5816
H -0.7698 0.9541 0.5683
H 2.2524 0.5087 0.4130
H 0.2122 -0.2496 1.5923
H -0.9000 0.0779 1.6181

The value obtained for the gap between HOMO and LUMO is 0.2458 hartree. As for the charge: -1.

[3]
This record from the Open Molecules 2025 dataset describes C12H33CuN3O7S as an isolated structure at a distorted geometry. The level of theory is ωB97M-V with the def2-TZVPD basis set.

Geometry (Å):
Cu (-0.5247, -0.1185, 0.3507)
S (-1.2196, 1.9967, 2.2213)
O (-2.1202, 1.0173, 1.5865)
O (-1.7616, 3.3387, 1.9943)
O (-1.3131, 1.8006, 3.6138)
O (0.1273, 1.8247, 1.7057)
C (-0.4177, -4.5958, -0.8305)
C (-0.1115, -3.1707, -0.4164)
C (0.3608, -2.3447, -1.6586)
O (0.6563, -0.9370, -1.3004)
C (1.0923, -0.0431, -2.2764)
N (-1.2015, -2.5825, 0.2678)
H (-0.6941, -5.1446, 0.0698)
H (0.4846, -5.0812, -1.2024)
H (-1.2023, -4.6330, -1.5862)
H (0.7154, -3.1294, 0.2925)
H (-0.4681, -2.2821, -2.3637)
H (1.2346, -2.8189, -2.1055)
H (2.0142, -0.3914, -2.7420)
H (1.2520, 0.9408, -1.8354)
H (0.3936, -0.0296, -3.1129)
H (-1.0663, -2.9976, 1.1786)
H (-2.1498, -2.8250, 0.0189)
C (-4.4178, 1.2063, -0.7812)
C (-3.2659, 1.6533, -1.7527)
C (-3.0913, 3.1771, -1.9511)
O (-4.1046, 3.8016, -2.8405)
C (-3.5824, 5.0754, -3.2848)
N (-2.0068, 1.2156, -1.0888)
H (-4.8503, 0.2859, -1.1735)
H (-5.2848, 1.8492, -0.6294)
H (-3.9890, 1.0708, 0.2117)
H (-3.2615, 1.1208, -2.7038)
H (-2.0218, 3.3838, -1.9913)
H (-3.2365, 3.6692, -0.9895)
H (-4.4423, 5.4696, -3.8264)
H (-2.8766, 5.0932, -4.1152)
H (-3.3838, 5.7489, -2.4511)
H (-2.3512, 1.0677, -0.1509)
H (-1.3535, 1.9721, -0.9437)
C (3.5957, 0.1075, 0.7746)
C (3.0748, -0.8394, 1.8026)
C (3.8102, -0.4843, 3.0702)
O (5.2187, -0.9203, 3.1591)
C (5.3270, -2.2794, 3.2039)
N (1.6300, -0.5534, 1.9236)
H (3.4437, 1.1255, 1.1334)
H (2.9386, -0.0847, -0.0736)
H (4.6486, -0.1313, 0.6251)
H (3.2036, -1.8696, 1.4705)
H (3.3007, -1.0298, 3.8645)
H (3.7103, 0.5737, 3.3128)
H (4.5527, -2.8190, 3.7492)
H (6.2823, -2.5005, 3.6799)
H (5.4719, -2.6931, 2.2059)
H (1.5014, -0.6965, 2.9151)
H (1.7293, 0.4407, 1.7755)

Cartesian forces, eV/Å:
Cu -0.3459 -0.0808 0.6720
S -1.3103 2.7943 1.9884
O -0.1649 -1.9912 -1.8206
O -0.0058 0.1695 -1.7186
O 0.8462 -1.1795 3.1347
O 1.1908 -0.8302 -1.8556
C 0.8181 -0.1539 0.1449
C 1.3750 0.3944 -2.1561
C -0.6055 1.2307 0.5557
O -0.4303 -1.6745 1.8659
C 0.2362 -0.4950 -1.4389
N -0.3673 1.5084 1.8328
H -0.3030 -0.1207 -0.1334
H -0.0571 -0.0933 -0.2575
H -0.0521 -0.0838 0.0822
H 0.1905 -0.1845 -0.0262
H 0.0080 -0.2170 -0.3359
H 0.0740 0.1543 -0.0584
H 0.4395 0.0027 0.2497
H -0.1990 -0.1529 -0.0072
H -0.4055 0.4863 0.0677
H -0.6435 0.5452 0.6736
H 0.0342 -0.1228 -0.7298
C -0.0014 -0.0005 -0.9369
C 0.3873 0.7413 0.2374
C -2.0420 0.0432 1.0394
O 3.4110 -0.3303 0.3022
C -2.4437 -0.1555 -0.6574
N -0.0619 -0.6503 0.4600
H 0.1628 -0.2891 0.3264
H 0.2970 0.5461 -0.4859
H -0.3167 -0.2298 -0.0511
H -0.6591 0.2863 -0.1608
H 0.1154 0.3371 -1.9232
H -0.5211 -0.1937 0.5463
H -0.2951 0.4620 0.2870
H 0.9220 -0.6761 0.6119
H 0.4588 -0.1177 -0.0404
H 0.4889 -0.0151 0.1828
H 0.0760 0.4606 -0.3130
C -0.1151 -0.7143 -0.7995
C 0.4122 0.1612 -0.6265
C 0.7364 -1.8361 1.4438
O -2.2331 2.5120 -0.2457
C 1.4971 -1.4746 -0.2501
N 1.3253 -0.1879 0.1935
H 0.2353 0.1334 -0.1592
H 0.5707 0.3810 -0.6773
H -0.0415 0.4187 -0.5007
H 0.3279 -0.1497 0.2865
H -0.0832 -0.0133 0.5530
H 0.4283 0.0394 -0.2571
H -0.3125 0.1512 0.0119
H 0.0182 -0.0479 0.3389
H -0.5111 -0.3041 -0.3026
H -1.1329 0.2653 0.3153
H -1.4227 0.5415 0.5216

The spin multiplicity is 2. The value obtained for the gap between HOMO and LUMO (alpha / beta) is 0.3424 / 0.1911 hartree.